No. 1
Entry from the OMol25 dataset: a molecular structure, C35H30Cl2LaN3O3PSSe2 (the ωB97M-V functional and the def2-TZVPD basis).

Structure (XYZ):
```
78
Properties=species:S:1:pos:R:3:mulliken_charge:R:1
La 15.330 -7.000 12.035 1.03
O 17.102 -4.236 11.683 -0.15
S 17.165 -4.379 10.180 0.48
O 16.772 -3.262 9.334 -0.59
N 16.236 -5.690 9.901 0.14
C 15.937 -6.080 8.650 0.67
C 16.704 -5.706 7.540 -0.52
C 16.358 -6.143 6.246 -1.08
C 15.305 -7.014 6.032 -0.94
C 14.512 -7.451 7.147 1.26
C 13.383 -8.257 6.964 -0.85
C 12.566 -8.506 8.080 -0.68
C 12.873 -7.940 9.320 -0.37
N 14.058 -7.333 9.561 0.49
C 14.793 -6.955 8.487 -0.84
C 18.859 -4.705 9.892 0.22
C 19.382 -5.954 9.503 0.30
C 20.735 -6.082 9.241 -0.86
C 21.586 -4.985 9.430 -0.33
C 21.089 -3.742 9.805 -0.78
C 19.724 -3.617 10.072 -0.58
H 17.521 -5.027 7.594 0.57
H 16.861 -5.761 5.368 0.39
H 15.138 -7.413 5.042 0.36
H 13.171 -8.703 6.004 0.41
H 11.739 -9.194 8.014 0.46
H 12.162 -7.938 10.148 0.38
H 18.715 -6.816 9.481 0.40
H 21.195 -7.032 8.961 0.37
H 22.653 -5.139 9.246 0.36
H 21.697 -2.861 9.807 0.45
H 19.352 -2.684 10.530 0.34
Se 12.180 -8.070 12.709 -0.41
P 12.080 -10.327 13.158 -0.38
Se 15.894 -8.370 14.858 -0.64
C 11.037 -10.914 11.818 0.51
C 11.493 -11.580 10.668 -0.14
C 10.649 -11.871 9.595 -0.83
C 9.305 -11.562 9.731 -0.33
C 8.792 -11.054 10.923 -0.55
C 9.656 -10.695 11.947 -0.40
C 13.708 -10.920 12.683 0.71
C 14.389 -11.801 13.525 -0.59
C 15.732 -12.046 13.304 -0.57
C 16.441 -11.304 12.338 -0.46
C 15.709 -10.528 11.406 -0.92
C 14.341 -10.314 11.620 -0.30
H 12.502 -11.970 10.681 0.33
H 11.012 -12.406 8.732 0.43
H 8.619 -11.864 8.951 0.37
H 7.698 -10.936 11.066 0.32
H 9.270 -10.259 12.871 0.35
H 13.855 -12.333 14.360 0.27
H 16.353 -12.677 13.944 0.30
H 17.511 -11.358 12.308 0.47
H 16.173 -10.169 10.493 0.51
H 13.738 -9.692 10.942 0.67
C 13.095 -3.469 13.929 -1.49
C 13.824 -4.813 13.853 0.32
O 14.400 -5.138 12.592 -0.53
H 12.609 -3.389 14.886 0.42
H 12.367 -3.350 13.150 0.33
H 13.733 -2.577 13.874 0.29
H 13.001 -5.534 14.058 0.10
H 14.608 -4.799 14.647 0.12
H 15.051 -7.216 15.422 0.02
Cl 18.533 -8.533 12.991 -0.02
C 19.189 -7.072 13.678 0.35
C 20.373 -7.040 14.405 -0.61
C 20.723 -5.838 15.031 -0.38
C 19.927 -4.683 14.968 -0.56
C 18.786 -4.656 14.213 0.57
Cl 17.805 -3.229 14.264 -0.19
C 18.398 -5.829 13.452 -0.34
N 17.438 -5.881 12.615 0.19
H 20.946 -7.953 14.548 0.41
H 21.573 -5.838 15.702 0.33
H 20.156 -3.841 15.589 0.46
```

Its total energy is -224116.7124 eV. The net charge is -1. For the energy above the lowest of the compared OMol25 structures with the same formula, charge and spin, the calculation gives 270.5 kJ/mol. As for the frontier orbital gap (spin up / spin down): 5.6 / 4.4 eV.

***

No. 2
Entry from the OMol25 dataset: C5H11NO in the gas phase (the ωB97M-V functional and the def2-TZVPD basis).

Structure (XYZ):
```
18
Properties=species:S:1:pos:R:3:mulliken_charge:R:1
C -1.374 1.153 0.368 -1.56
C -0.388 0.017 0.635 0.49
C -1.009 -1.286 0.118 -1.40
C 0.979 0.258 -0.006 0.13
N 1.041 0.817 -1.369 -0.72
C 1.927 -0.931 0.080 -0.29
O 2.109 -1.570 1.079 -0.48
H -1.486 1.251 -0.704 0.35
H -2.268 1.039 0.968 0.43
H -0.981 2.106 0.754 0.34
H -0.245 -0.061 1.710 0.29
H -1.034 -1.253 -0.972 0.32
H -1.987 -1.475 0.535 0.40
H -0.371 -2.146 0.320 0.38
H 1.553 0.986 0.589 0.34
H 0.707 1.774 -1.302 0.31
H 0.323 0.394 -1.959 0.28
H 2.505 -1.070 -0.845 0.38
```

Its total energy is -8900.4905 eV. For the energy above the lowest of the compared OMol25 structures with the same formula, charge and spin, the calculation gives 116.4 kJ/mol. As for the frontier orbital gap: 10.5 eV. As for the SMILES: CC(C)[C@H](N)C=O.